32
Properties=species:S:1:pos:R:3:forces:R:3 method="wB97M-V/def2-TZVPD" gap_ev=7.7 largest_force_ev_per_a=1.999 smiles="CCCCNc1cccc2c1C(=O)C=CC2=O" energy_ha=-747.68835 relative_energy_kj_mol=10.49 charge=0
C -0.03998 1.43600 -0.71664 -1.01 0.12 0.06
H 0.95491 -2.43316 1.57617 0.00 0.12 -0.09
H 3.75012 1.08329 -0.90566 0.10 -0.08 0.04
C -1.13850 4.04249 -0.34276 0.18 0.35 0.18
C 0.05668 -2.19285 -0.78953 -1.23 -1.14 1.00
H -0.95469 -1.29694 2.40057 -0.11 0.08 0.13
H -2.80969 3.10523 0.49773 -0.20 -0.30 -0.18
H 2.69752 3.31086 -1.26333 0.06 0.06 -0.05
H -0.86324 -2.63919 3.55149 -0.17 -0.05 0.05
H -0.44844 -2.35247 -1.74561 0.39 0.28 -0.31
O 0.58219 4.75829 -1.83152 -0.23 -0.54 0.60
H -1.39119 5.01488 0.05943 0.09 0.19 -0.32
C 1.89346 0.12497 -0.58518 0.56 -1.88 0.37
C 0.11490 3.87365 -1.13841 0.19 0.29 -0.16
C -1.50293 1.67618 -0.67347 -0.92 0.12 -0.02
H 1.12300 -2.35434 -0.87272 0.14 0.37 -0.20
C -1.01845 -2.37864 2.50790 0.56 0.39 -0.77
C 0.04248 -3.02996 1.59213 -0.68 -0.46 0.63
H 0.02874 -4.24403 -0.13042 -0.46 -0.18 -0.44
C 2.11143 2.43057 -1.05124 0.91 0.58 -0.30
H 2.36467 -0.83417 -0.42015 0.09 -0.01 0.04
H -1.26013 -0.70324 -0.48984 0.01 0.28 0.21
C 0.51956 0.19028 -0.51605 -1.08 -0.20 -0.10
C 2.67797 1.19624 -0.85013 0.91 0.43 -0.15
C -1.90966 2.99658 -0.09040 0.40 -0.18 -0.15
H -2.00711 -2.66531 2.15179 -0.13 -0.15 0.37
C 0.76370 2.52227 -0.97133 -0.89 1.61 -0.22
C -0.45851 -3.31281 0.15628 1.44 0.82 0.53
H -1.54344 -3.38438 0.13438 -0.04 -0.19 -0.09
H 0.32364 -3.96801 2.07715 0.02 -0.13 -0.20
O -2.35541 0.91492 -1.10534 0.48 -0.01 0.45
N -0.30360 -0.88721 -0.21526 0.63 -0.58 -0.90